4 unconnected molecules or ions with the total composition C12H35N3O4 at a distorted geometry, computed with ωB97M-V/def2-TZVPD.

```
54
Properties=species:S:1:pos:R:3:forces:R:3:mulliken_charge:R:1
H 1.768932 -3.216661 -4.553740 -0.21 0.48 -0.45 0.283
H 0.305762 3.731462 3.472915 -0.15 0.10 -0.31 0.252
H -1.292336 1.963074 -1.239087 0.09 0.35 -0.16 0.278
C 3.635979 -3.766309 -3.941781 -0.12 -0.76 0.39 -1.450
C -2.684038 1.452538 0.238173 -0.93 -0.13 0.36 0.372
O -3.810698 2.109542 -1.816868 0.07 -0.40 0.95 -0.336
H -0.284288 -0.969144 2.157699 -0.19 -0.07 0.92 0.413
N 3.091691 -1.577202 -4.883019 -0.38 -0.13 0.06 -0.754
H 4.429432 -3.508367 -3.240348 0.23 -0.10 -0.20 0.300
C 1.001191 -0.490425 4.351970 0.24 -1.56 1.57 0.329
H 3.099866 -4.648834 -3.592721 0.31 -0.21 0.40 0.358
H -2.938272 0.172581 -1.162640 -0.09 -0.78 -0.38 0.258
H 1.739317 -3.000787 -2.087849 0.21 -0.67 0.19 0.399
H -1.226940 3.035957 0.192479 0.30 -0.04 -0.04 0.419
N -0.379245 -0.766375 4.001947 -0.64 0.74 -0.07 -0.717
O -0.236115 -1.031602 1.203755 0.62 -0.11 -0.69 -0.556
H 1.920405 3.316544 3.013660 0.24 -0.26 -0.47 0.309
H 2.744423 -1.630356 -2.141269 0.24 0.73 -0.16 0.336
H 1.379886 -2.642182 4.390367 -0.11 0.08 -0.17 0.357
C -4.184242 3.241398 -2.562655 0.46 -0.26 -0.06 -0.777
H -0.795529 -1.471152 4.593646 0.19 -0.31 0.05 0.205
H -4.855415 1.929872 -0.093760 0.10 -0.40 0.48 0.427
C 0.906099 2.920273 3.060993 -0.54 0.56 0.87 -0.383
H 2.877729 -1.723386 4.276319 -0.06 0.30 0.39 0.407
H -4.069564 2.908178 -3.594116 0.33 0.49 -0.08 0.234
H -0.537343 1.338732 0.175528 0.00 0.26 0.38 -0.114
H -0.734864 -0.493965 -2.071464 0.25 -0.04 0.06 0.127
H -3.587209 -0.312560 0.265262 -0.17 -0.28 -0.23 0.237
H 3.587802 -0.989755 -4.228128 0.63 0.15 0.05 0.284
C 1.455898 0.773142 3.698193 1.93 -1.63 -1.28 -0.661
H 2.518996 0.860827 3.922314 0.45 0.12 0.02 0.285
H 3.990497 -4.042030 -4.934957 0.39 0.28 0.12 0.367
O 0.812862 -1.500061 -2.963608 -0.18 1.18 -1.40 -0.380
H -5.219023 3.574239 -2.481825 -0.23 -0.16 0.54 0.282
H -2.831014 1.412763 1.317488 0.08 0.64 0.25 0.302
H -3.657568 3.195285 0.050341 -0.45 0.96 -0.85 0.416
H 0.896079 -0.386093 -1.243753 -0.19 0.50 0.05 0.295
H 1.066095 -0.413051 5.437274 0.19 0.45 0.33 0.432
C -3.848287 2.218618 -0.394459 0.32 0.91 0.28 -0.925
H 1.864421 -1.751682 2.891720 -0.22 -0.54 -0.15 0.320
H 0.481349 2.579710 2.116694 0.33 0.12 -0.24 0.031
N -2.771645 0.094778 -0.169526 0.48 -1.45 -0.37 -0.565
H 1.383001 0.595978 2.625155 0.00 -0.05 -0.43 0.267
H -0.840171 0.090011 4.274465 -0.66 0.23 -0.23 0.224
H -3.507867 4.036253 -2.248276 -0.08 0.44 -0.57 0.344
H 2.289701 -0.993459 -5.073187 -0.35 0.07 -0.36 0.326
C 0.189664 -1.003062 -1.799118 0.75 -0.93 0.15 -0.505
C 2.603720 -2.705489 -4.074232 -1.11 1.24 0.54 0.516
C 1.828584 -1.737081 3.981024 0.32 0.87 -0.74 -1.446
H 0.014143 -1.864133 -1.154264 -0.52 0.09 0.29 0.312
C -1.334250 2.006992 -0.150776 -0.25 -0.05 -0.40 -0.837
O 0.800641 1.909216 4.028742 -1.43 0.83 1.14 -0.326
H -1.065429 -0.665011 0.897064 -0.60 0.03 -0.50 0.272
C 2.007190 -2.167749 -2.737761 0.08 -1.91 0.16 -0.844
```
Positions in Å, forces in eV/Å.

ΔE to the lowest compared entry with this formula, charge and spin, kcal per mole: 30.5
Structure (SMILES): COC[C@H](C)N.COC[C@H](C)N.COC[C@H](C)N.O